Below is C7H9N as an isolated structure at a distorted geometry, with properties calculated with ωB97M-V/def2-TZVPD.

As for the charge: 0. As for the total energy: -326.6639 Ha. For the orbital gap, the calculation gives 9.96 eV. The lowest unoccupied orbital energy is 0.035 hartree. The energy above the lowest of the compared OMol25 structures with the same formula, charge and spin comes out at 6.179 eV.

Geometry (Å):
C1 2.085 -1.080 0.014
C2 1.127 -0.294 -0.194
C3 1.329 1.289 -0.092
C4 0.065 1.800 -0.025
C5 -0.949 0.738 0.244
C6 -1.457 -1.169 0.239
C7 -0.276 -0.369 -0.344
H1 2.236 -2.173 0.004
H2 3.125 -0.665 0.325
H3 2.336 1.729 0.245
H4 -0.272 2.894 -0.045
H5 -1.197 0.790 1.387
H6 -2.456 -0.004 -1.145
H7 -1.783 -2.045 -0.421
H8 -1.310 -1.345 1.341
H9 -0.316 -0.308 -1.362
N1 -2.287 0.212 -0.170

Here are the Löwdin charges for atoms 1 to 8, given in e: 0.03 -0.30 0.01 -0.05 -0.39 -0.04 -0.35 0.07